[1]
Below is a structure of composition C17H23F5NO3P2Ti, with properties calculated with ωB97M-V/def2-TZVPD.

Results
Kohn-Sham gap (spin up / spin down)	7.7 / 8.0	eV
ΔE to the lowest compared entry with this formula, charge and spin	0.0	kcal/mol
spin multiplicity	2
net charge	+2
molar mass	494.18	g mol⁻¹

Each line ends with the natural charge from an NBO analysis.
Positions of all 52 atoms, in Å:
Ti  0.19889  0.52014  -0.16140  1.46
P  2.29507  -0.78400  0.18991  0.87
C  2.40257  -0.97217  -1.63799  -0.73
C  1.11959  -1.52147  -2.22124  0.25
N  -0.02951  -1.00989  -1.70615  -0.62
C  -1.22093  -1.37972  -2.24425  0.27
C  -1.28653  -2.31368  -3.27025  -0.23
C  -0.11423  -2.83043  -3.80906  -0.08
C  1.10462  -2.41149  -3.28657  -0.23
C  -2.48385  -0.75708  -1.69452  -0.76
P  -2.18203  0.83209  -0.83878  0.85
H  2.06202  -2.75615  -3.67973  0.25
H  -2.27171  -2.58451  -3.64824  0.25
H  -0.15249  -3.54178  -4.62953  0.26
H  -3.19859  -0.57396  -2.51139  0.27
H  -2.96810  -1.43846  -0.96990  0.28
H  2.56770  0.07674  -2.03078  0.24
H  3.25426  -1.61956  -1.86855  0.27
H  0.72485  2.77295  -1.25841  0.53
O  1.18076  1.76265  -1.43671  -1.01
H  1.79281  1.74944  -2.20281  0.53
H  -0.16616  3.19200  0.23950  0.53
O  -0.16588  3.61656  -0.67244  -0.91
H  0.05787  4.56037  -0.59274  0.54
C  -2.49597  2.07890  -2.11506  -0.93
H  -3.53732  2.04073  -2.45794  0.26
H  -2.28170  3.07467  -1.70887  0.27
H  -1.83357  1.90766  -2.97172  0.25
C  -3.55917  0.98119  0.32754  -0.93
H  -3.38883  1.86070  0.96454  0.27
H  -4.52665  1.09516  -0.18530  0.27
H  -3.59975  0.09535  0.97691  0.26
C  2.33661  -2.46188  0.83847  -0.94
H  3.33734  -2.90041  0.71477  0.27
H  2.08105  -2.41931  1.90752  0.27
H  1.59298  -3.08731  0.32755  0.26
C  3.85165  -0.01610  0.69631  -0.93
H  3.70099  0.38204  1.71108  0.27
H  4.67119  -0.75008  0.71242  0.27
H  4.10658  0.82000  0.02923  0.26
F  -0.67731  -0.86537  6.25367  -0.26
C  -0.46615  -0.25031  5.07022  0.29
C  -0.01866  1.07291  5.04322  0.30
F  0.21419  1.71094  6.21174  -0.26
C  0.19068  1.73197  3.83575  0.35
F  0.66155  3.00225  3.81762  -0.28
C  -0.05865  1.05981  2.62540  0.17
O  0.13614  1.63670  1.41781  -0.80
C  -0.47162  -0.27701  2.68243  0.23
F  -0.66197  -0.95070  1.44587  -0.32
C  -0.69704  -0.94046  3.87558  0.31
F  -1.12758  -2.22064  3.89526  -0.27

***

[2]
Below is a cluster of 2 separate species, C4H9NO in total, with properties calculated with ωB97M-V/def2-TZVPD.

Results
Kohn-Sham gap (spin up / spin down)	6.4 / 7.4	eV
ΔE to the lowest compared entry with this formula, charge and spin	157.1	kcal/mol
spin multiplicity	2
net charge	+1
molar mass	87.12	g mol⁻¹

Each line ends with the natural charge from an NBO analysis.
Positions of all 15 atoms, in Å:
C  0.43098  1.35263  1.14908  -0.26
C  0.06109  0.77480  -0.04882  0.41
N  -0.20988  -0.66295  -0.12286  -0.29
C  0.10625  -1.21642  -1.42176  -0.42
C  -0.37307  -1.19443  1.28028  -0.17
O  0.07080  1.32839  -1.25379  -0.36
H  -1.27336  0.11125  2.40990  0.38
H  0.95925  0.87939  1.97147  0.23
H  0.65355  2.42049  1.06097  0.26
H  -0.24516  -2.19236  -1.61861  0.24
H  1.14217  -1.24074  -1.58893  0.24
H  -0.32850  -0.49140  -2.10304  0.27
H  -1.08967  -1.92483  1.35387  0.25
H  0.52883  -1.48504  1.80306  0.26
H  -0.79587  -0.36271  1.84895  -0.03

***

[3]
Below is a structure of composition C7H23AgBrN7O4, with properties calculated with ωB97M-V/def2-TZVPD.

Results
Kohn-Sham gap (spin up / spin down)	5.1 / 8.4	eV
spin multiplicity	2
net charge	-1
molar mass	457.08	g mol⁻¹

Each line ends with the natural charge from an NBO analysis.
Positions of all 43 atoms, in Å:
Ag  -3.01240  -2.54239  1.55082  -0.04
Br  -1.56137  -0.06849  0.91689  -0.87
C  1.46983  0.38093  -2.11101  -0.62
C  0.53948  1.48381  -2.75346  -0.07
C  0.01688  0.93201  -4.05907  -0.09
O  -0.46627  1.96991  -4.91197  -0.55
C  0.57419  2.69416  -5.43392  -0.25
N  -0.51130  1.76533  -1.79288  -0.85
H  1.72013  0.73706  -1.11170  0.22
H  2.37414  0.23176  -2.70099  0.20
H  0.87285  -0.53007  -2.06865  0.21
H  1.06424  2.41911  -2.94824  0.17
H  -0.78310  0.22598  -3.83628  0.20
H  0.69020  0.44044  -4.76130  0.16
H  0.98040  3.30130  -4.62494  0.17
H  0.17317  3.35120  -6.20568  0.18
H  1.28060  2.08257  -5.99521  0.16
H  -1.33536  2.15561  -2.22730  0.36
H  -0.67674  0.88489  -1.32646  0.39
C  2.08615  -0.26665  2.78391  0.75
O  2.94352  -0.16461  3.61667  -0.71
N  2.25995  -0.54942  1.53631  -0.85
N  0.82763  -0.25560  3.15610  -0.86
H  3.23987  -0.52505  1.29289  0.39
H  1.55342  -0.32973  0.84881  0.40
H  0.17200  -0.32458  2.39094  0.40
H  0.56916  -0.11336  4.12205  0.43
C  -1.63171  1.05209  5.46773  0.76
O  -0.77751  0.33928  5.84207  -0.67
N  -2.18231  1.89715  6.28294  -0.83
N  -2.26184  0.92590  4.28211  -0.84
H  -1.69559  1.97516  7.16448  0.40
H  -2.92948  2.52438  6.02133  0.38
H  -2.95418  1.60390  3.99735  0.38
H  -1.89367  0.24912  3.62903  0.43
C  -0.66899  -3.67678  -0.80640  0.76
O  -1.80535  -3.39764  -1.18048  -0.67
N  0.12004  -2.92970  -0.02433  -0.85
N  0.06278  -4.65289  -1.34644  -0.84
H  -0.07594  -1.94430  0.07896  0.43
H  1.05531  -3.28945  0.10198  0.37
H  1.01497  -4.68787  -1.01143  0.37
H  -0.43780  -5.37447  -1.84525  0.40

***

[4]
Below is a structure of composition C13H15ClN2O2RuSe, with properties calculated with ωB97M-V/def2-TZVPD.

Results
Kohn-Sham gap (spin up / spin down)	6.8 / 5.2	eV
spin multiplicity	5
net charge	+2
molar mass	446.76	g mol⁻¹

Each line ends with the natural charge from an NBO analysis.
Positions of all 35 atoms, in Å:
Cl  -1.25149  -3.10322  0.78049  -0.01
C  -0.30267  -1.03102  -2.79352  -0.28
C  -0.96635  0.19565  -2.41045  -0.17
C  -2.18773  -0.14052  -1.80179  -0.23
H  -0.58796  1.19624  -2.60211  0.27
C  -2.25572  -1.53775  -1.61447  0.14
C  -1.06360  -2.12942  -2.23295  -0.31
H  -0.92399  -3.19154  -2.35183  0.28
H  0.48278  -1.13371  -3.54468  0.30
H  -2.99040  0.54210  -1.56375  0.27
C  -3.37627  -2.31925  -1.03429  -0.62
Ru  0.19906  -1.10888  -0.73684  0.08
C  1.58098  0.03525  -1.25888  0.65
C  1.37445  -2.57252  -0.68856  0.61
O  2.48847  0.68311  -1.63035  -0.39
O  2.03251  -3.54900  -0.76693  -0.36
H  -4.24342  -1.68162  -0.73271  0.27
H  -2.90343  -2.88666  -0.14260  0.24
H  -3.72052  -3.03789  -1.81257  0.28
C  -0.83944  3.06167  1.43553  -0.42
N  0.48880  2.53506  1.67131  -0.31
C  1.69517  3.16867  2.00788  -0.01
C  2.61748  2.18577  2.14592  -0.02
N  1.97533  0.98173  1.89773  -0.31
C  2.58913  -0.31297  2.01825  -0.42
C  0.66611  1.19725  1.62464  0.18
Se  -0.68426  -0.07708  1.34200  0.30
H  -0.83068  4.16762  1.38208  0.26
H  -1.52527  2.71584  2.23555  0.25
H  -1.20360  2.63386  0.48128  0.22
H  1.78236  4.22452  2.15613  0.27
H  3.65786  2.16939  2.41223  0.27
H  3.11078  -0.54028  1.07126  0.22
H  3.29626  -0.25658  2.85338  0.26
H  1.81930  -1.08385  2.20359  0.24

***

[5]
Below is a cluster of 3 separate species, C20H30FNO3 in total, with properties calculated with ωB97M-V/def2-TZVPD.

Results
Kohn-Sham gap	5.1	eV
ΔE to the lowest compared entry with this formula, charge and spin	11.1	kcal/mol
molar mass	351.46	g mol⁻¹

Each line ends with the natural charge from an NBO analysis.
Positions of all 55 atoms, in Å:
C  1.62974  2.46503  -3.77853  -0.62
C  0.46213  1.62331  -3.39432  -0.07
O  0.31850  1.79599  -1.96244  -0.51
C  -0.72837  1.15968  -1.43089  0.75
C  -1.01116  1.65391  -0.02625  0.31
C  -1.97979  0.99289  0.80587  0.48
O  -2.17703  1.33766  1.95373  -0.51
C  -2.83987  -0.17135  0.30116  -0.50
C  -2.76672  -1.50945  0.98773  -0.38
C  -2.26984  -1.57544  2.42229  -0.41
C  -0.74665  -1.76133  2.51703  -0.44
C  -0.13583  -0.88417  3.61282  -0.40
C  1.26528  -0.39980  3.22212  -0.39
C  1.33392  0.66884  2.12039  -0.44
C  0.82057  2.02697  2.51337  -0.43
C  0.82711  3.01200  1.37347  -0.35
C  -0.37684  2.94708  0.42360  -0.51
O  -1.33849  0.28590  -2.05070  -0.57
H  1.75278  2.41229  -4.86130  0.22
H  1.47523  3.51211  -3.48321  0.21
H  2.55569  2.08851  -3.32636  0.22
H  -0.46133  1.95649  -3.86014  0.19
H  0.63126  0.57507  -3.62329  0.20
H  -3.88989  0.20220  0.42339  0.22
H  -2.66776  -0.32862  -0.77154  0.26
H  -3.80606  -1.86950  1.00595  0.20
H  -2.16283  -2.21165  0.39911  0.20
H  -2.56591  -0.65553  2.95015  0.22
H  -2.74084  -2.46393  2.86548  0.20
H  -0.46745  -2.79992  2.74497  0.19
H  -0.28690  -1.52271  1.54861  0.26
H  -0.81362  -0.03151  3.82619  0.19
H  -0.05301  -1.45679  4.56197  0.20
H  1.77498  -0.01550  4.10830  0.19
H  1.80597  -1.29074  2.88331  0.20
H  2.40418  0.74718  1.82513  0.18
H  0.80751  0.28850  1.21381  0.27
H  -0.17419  1.92736  2.95397  0.23
H  1.49023  2.42149  3.27919  0.20
H  0.78412  4.04379  1.74257  0.21
H  1.75370  2.94210  0.78878  0.21
H  -0.05371  3.48149  -0.48638  0.25
H  -1.20563  3.51196  0.89718  0.26
F  -0.07307  -0.53356  0.06340  -0.53
N  0.71589  -1.63371  -1.57557  -0.32
C  2.02065  -1.73116  -1.75263  0.03
C  2.54252  -2.55199  -2.76678  -0.26
C  1.68644  -3.32587  -3.54410  -0.18
C  0.32033  -3.24806  -3.26053  -0.24
C  -0.11811  -2.37669  -2.25227  0.04
H  2.66759  -1.14074  -1.08264  0.20
H  3.60850  -2.56611  -2.91911  0.21
H  2.05697  -3.93252  -4.34401  0.22
H  -0.40940  -3.81632  -3.80194  0.22
H  -1.19149  -2.27515  -1.98014  0.21

***

[6]
Below is an isolated molecule of C2H6N6, with properties calculated with ωB97M-V/def2-TZVPD.

Results
Kohn-Sham gap	8.9	eV
SMILES	Cn1[nH]nn/c1=N/N
ΔE to the lowest compared entry with this formula, charge and spin	139.3	kcal/mol
molar mass	114.11	g mol⁻¹

Each line ends with the natural charge from an NBO analysis.
Positions of all 14 atoms, in Å:
C  -0.87053  1.70223  0.63131  -0.50
N  -0.25893  0.69901  -0.40459  -0.36
N  -1.40058  0.02117  -0.77261  -0.30
N  -1.64773  -1.00916  0.01198  0.01
N  -0.60878  -1.47885  0.44412  -0.21
C  0.46225  -0.47986  0.15796  0.35
N  1.67930  -0.60586  0.19944  -0.22
N  2.54184  0.28303  -0.20383  -0.60
H  -1.83222  1.09424  1.22869  0.23
H  -0.93976  2.72374  0.05230  0.24
H  -0.03339  1.55157  1.54591  0.22
H  -2.19738  0.78165  -1.37391  0.41
H  3.34006  -0.07098  -0.44610  0.37
H  1.97651  1.22015  -0.66408  0.36